ORCA calculation (wB97M-V/def2-TZVPD) on a molecular structure, C24H37Cl2FN4O6PPtS2 at a distorted geometry.

Output
Spin multiplicity = 2
Charge = +2
Energy above the lowest of the compared OMol25 structures with the same formula, charge and spin = 41.6 kcal/mol

```
78
C24H37Cl2FN4O6PPtS2 (wB97M-V/def2-TZVPD)
Pt 0.90327 -1.92399 -2.19731
C -2.57245 -6.72525 -3.23520
C -3.01213 -5.29101 -3.39922
O -2.55479 -4.40687 -2.31498
P -1.08414 -4.19352 -1.86520
S -0.89581 -2.49066 -0.84649
S 0.21084 -3.78097 -3.34241
O -0.74393 -5.50233 -1.07325
C 0.54114 -5.70408 -0.41287
C 0.57702 -7.11946 0.10080
H -3.12214 -7.33620 -3.95172
H -2.78950 -7.08898 -2.23232
H -1.50752 -6.85541 -3.43007
H -4.09238 -5.19440 -3.35854
H -2.65760 -4.85218 -4.33174
H 0.61674 -4.97074 0.39040
H 1.33042 -5.51541 -1.14252
H -0.21668 -7.28940 0.82732
H 1.53596 -7.30552 0.58567
H 0.46169 -7.83104 -0.71612
C 3.02568 3.65194 2.80433
C 2.30829 4.08481 1.53635
N 1.66131 2.95868 0.83872
C 2.34093 2.33107 -0.13641
C 1.84807 1.29534 -0.87148
C 2.69814 0.61270 -1.89761
O 3.43578 1.26717 -2.61500
O 2.62468 -0.68457 -1.89701
C 0.52409 0.85931 -0.65987
O -0.04064 -0.01331 -1.37293
C -0.20757 1.50621 0.42082
C -1.50843 1.09997 0.73816
C -2.18593 1.68795 1.75928
F -3.44923 1.28963 1.99984
C -1.60759 2.70345 2.55495
C -0.31943 3.09106 2.24856
C 0.38680 2.52931 1.16981
N -2.26474 3.31674 3.65408
C -2.35279 4.77672 3.65577
C -2.20780 5.26925 5.10267
N -2.63735 4.15185 6.01443
C -3.87497 3.49827 5.47431
C -3.49366 2.73080 4.19842
H 3.48964 4.51591 3.28025
H 3.81227 2.93276 2.57477
H 2.34467 3.18686 3.51844
H 3.00982 4.52737 0.83296
H 1.55096 4.84107 1.73471
H 3.33634 2.70778 -0.34033
H -1.99001 0.33138 0.14728
H 0.16087 3.82086 2.88468
H -3.30621 5.10835 3.22798
H -1.56360 5.20952 3.05028
H -2.84558 6.12669 5.30676
H -1.18142 5.52124 5.36042
H -2.77193 4.48904 6.96640
H -1.89305 3.45261 6.02654
H -4.58714 4.29801 5.28303
H -4.28968 2.83959 6.23260
H -4.33916 2.78020 3.50997
H -3.31059 1.68409 4.43130
Cl 2.32407 -2.48812 0.65023
C 3.68632 -3.35362 -0.09749
Cl 3.46078 -3.64811 -1.82799
H 3.77158 -4.31261 0.39705
H 4.57676 -2.75220 0.02768
C 0.40936 0.56781 -4.83862
N 1.80932 0.29798 -5.12774
C 2.55966 1.36157 -5.78833
C 2.40623 -0.81562 -4.77497
O 1.87161 -1.78787 -4.19071
H 0.31856 1.58951 -4.47116
H 0.03629 -0.12002 -4.08679
H -0.18757 0.45870 -5.74475
H 2.77911 2.15199 -5.07090
H 1.96907 1.75622 -6.61316
H 3.49438 0.96553 -6.17632
H 3.45663 -0.88143 -5.06849
```